Record 1
This record from the OMol25 dataset describes a structure of composition C21H39AuCl3N7O3Si in a non-equilibrium geometry. The level of theory is ωB97M-V with the def2-TZVPD basis set.

```
75
Properties=species:S:1:pos:R:3
C 2.366 -2.644 -5.804
C 2.095 -1.749 -6.973
H 1.753 -3.558 -5.852
H 2.147 -2.120 -4.864
H 3.424 -2.960 -5.788
C 2.200 -2.168 -8.240
C 2.420 -3.580 -8.649
H 2.168 -1.459 -9.069
H 1.810 -4.280 -8.069
H 3.466 -3.889 -8.550
H 2.154 -3.699 -9.701
Au 1.770 0.627 -3.481
Cl 1.577 3.859 -1.432
Cl 3.378 1.660 -4.793
C -0.956 3.552 -2.334
O -1.489 2.473 -2.184
N -1.495 4.692 -2.761
C -2.919 4.723 -3.089
C -0.693 5.852 -3.138
H 0.232 3.705 -2.058
H -3.458 4.029 -2.443
H -3.093 4.456 -4.141
H -3.273 5.744 -2.931
H 0.213 5.875 -2.526
H -1.297 6.748 -2.969
H -0.407 5.805 -4.200
H -0.402 -5.277 -1.784
H -2.103 -3.789 -3.966
C -1.446 -5.398 -1.452
C -2.774 -4.323 -3.273
N -2.289 -4.305 -1.903
H -1.455 -5.421 -0.356
C -2.339 -3.147 -1.196
O -2.775 -2.086 -1.651
H -3.760 -3.849 -3.312
H -1.941 -3.250 -0.165
H -1.833 -6.338 -1.860
H -2.840 -5.370 -3.579
O 0.894 -0.169 -5.539
C 1.781 -0.294 -6.632
C 0.435 0.209 -8.728
C 1.361 0.619 -7.770
H 0.054 -0.815 -8.713
C -0.004 1.125 -9.700
H 2.737 0.095 -6.242
C 1.848 1.920 -7.767
H -0.765 0.805 -10.418
C 0.495 2.429 -9.700
C 1.423 2.829 -8.732
H 2.541 2.204 -6.970
H 0.153 3.135 -10.459
H 1.809 3.847 -8.715
Si -1.165 -0.107 -5.878
Cl -1.137 -2.047 -6.553
C -2.441 0.420 -7.227
C -0.873 1.837 -5.663
C -1.866 -0.292 -4.155
H -2.448 1.494 -7.442
H -3.428 0.164 -6.824
H -2.333 -0.092 -8.186
H -1.776 -1.316 -3.776
H -2.925 -0.011 -4.092
H -1.338 0.377 -3.462
H -0.552 2.289 -6.609
H -0.087 2.013 -4.915
H -1.805 2.321 -5.329
N 1.169 0.821 1.801
N 0.889 0.417 0.510
N -0.268 -0.219 0.164
C -0.106 -0.327 -1.155
N 1.058 0.213 -1.583
N 1.705 0.685 -0.484
H 1.750 1.652 1.767
H 0.298 0.935 2.306
H -0.846 -0.828 -1.767
```

The calculation puts the HOMO-LUMO gap (spin up / spin down) at 0.3039 / 0.1759 Eh. The value obtained for the largest force on an atom is 3.31 eV/A. The value obtained for the HOMO energy (spin up / spin down) is -7.848 / -7.830 eV. The spin multiplicity is 3. The calculation puts the energy relative to the best compared isomer or geometry (same formula, charge and spin) at 60.5 kcal per mole. For the LUMO energy (spin up / spin down), the calculation gives 0.42 / -3.04 eV.

=====

Record 2
This record from the OMol25 dataset describes a structure of composition C21H39BCoN4O4Si2 in a non-equilibrium geometry. The level of theory is ωB97M-V with the def2-TZVPD basis set.

```
72
Properties=species:S:1:pos:R:3
Co 0.104 -0.028 -0.042
O 2.737 1.236 0.027
B 2.042 0.032 -0.033
O 2.882 -1.060 -0.003
C 4.158 -0.520 0.060
C 5.362 -1.181 0.093
C 6.504 -0.383 0.152
C 6.420 1.006 0.175
C 5.188 1.661 0.137
C 4.076 0.858 0.078
H 5.414 -2.261 0.071
H 7.476 -0.855 0.177
H 7.328 1.591 0.219
H 5.112 2.739 0.150
N 0.495 -1.154 2.618
C 1.059 -0.917 3.807
C 1.373 0.424 3.848
C 0.947 0.919 2.615
N 0.399 -0.042 1.872
H 0.120 -2.016 2.260
H 1.188 -1.703 4.531
H 1.844 0.962 4.650
H 1.019 1.919 2.226
C -1.076 -4.590 -1.326
Si -0.584 -2.808 -1.672
C -1.631 -2.203 -3.108
C 1.214 -2.851 -2.156
C -0.839 -1.823 -0.083
Si -2.598 -1.564 0.503
C -3.568 -3.160 0.442
C -3.495 -0.283 -0.549
C -2.706 -1.001 2.299
H -0.531 -5.248 -2.008
H -2.141 -4.766 -1.481
H -0.830 -4.901 -0.308
H -2.063 -3.056 -3.634
H -1.025 -1.647 -3.823
H -2.454 -1.558 -2.795
H 1.329 -3.414 -3.087
H 1.813 -3.347 -1.389
H 1.620 -1.853 -2.313
H -0.282 -2.415 0.653
H -3.891 -3.399 -0.572
H -4.462 -3.067 1.065
H -2.986 -4.005 0.812
H -4.137 -0.776 -1.283
H -2.825 0.370 -1.111
H -4.148 0.337 0.073
H -2.504 -1.834 2.978
H -3.728 -0.673 2.505
H -2.029 -0.189 2.567
O -1.233 1.818 -2.520
C -0.477 0.864 -2.766
O 0.141 0.145 -1.921
H -0.244 0.636 -3.815
N -1.683 4.796 -0.055
C -2.590 3.632 0.273
C -1.771 2.559 0.971
N -0.672 2.122 0.114
C 0.230 3.244 -0.163
C -0.496 4.365 -0.891
H -1.347 5.209 0.817
H -2.208 5.520 -0.546
H -2.966 3.262 -0.682
H -3.415 4.008 0.876
H -2.426 1.720 1.201
H -1.373 2.932 1.922
H -1.093 1.904 -0.814
H 1.066 2.908 -0.775
H 0.649 3.613 0.780
H -0.904 3.999 -1.834
H 0.127 5.241 -1.061
```

The calculation puts the HOMO-LUMO gap (spin up / spin down) at 0.2905 / 0.2696 Eh. The value obtained for the largest force on an atom is 1.04 eV/A. The value obtained for the HOMO energy (spin up / spin down) is -10.918 / -10.343 eV. The calculation puts the energy relative to the best compared isomer or geometry (same formula, charge and spin) at 32.1 kcal per mole. The charge is +1. For the LUMO energy (spin up / spin down), the calculation gives -3.01 / -3.01 eV.

=====

Record 3
This record from the OMol25 dataset describes a structure of composition C21H39BeBr3Ca2Cl2F4IN2O9 in a non-equilibrium geometry. The level of theory is ωB97M-V with the def2-TZVPD basis set.

```
84
Properties=species:S:1:pos:R:3
C 1.593 -3.115 0.834
C 0.669 -2.442 1.871
I 0.453 -3.685 3.612
C 1.253 -1.063 2.305
C 0.248 0.127 2.110
C 0.964 1.349 2.770
C 0.303 2.708 2.432
C 1.303 3.820 2.103
F 0.588 4.972 2.094
Br 2.610 3.950 3.562
C 1.954 3.719 0.719
F 1.059 3.726 -0.268
F 2.738 2.660 0.590
Br 3.099 5.300 0.437
C -1.013 -0.220 2.965
C -2.394 -0.059 2.289
C -2.966 -1.407 1.948
C -3.334 0.516 3.403
N -2.433 0.878 1.173
O -3.621 1.120 0.758
C -1.463 0.648 0.097
C -1.411 1.987 -0.729
C -1.919 -0.420 -0.948
C 0.002 0.325 0.551
H 1.121 -4.060 0.554
H 2.601 -3.269 1.209
H 1.560 -2.494 -0.064
H -0.272 -2.260 1.345
H 1.548 -1.076 3.355
H 2.147 -0.876 1.728
H 0.939 1.174 3.844
H 2.012 1.285 2.474
H -0.171 3.055 3.352
H -0.490 2.632 1.688
H -0.987 -1.212 3.416
H -1.018 0.482 3.798
H -4.038 -1.278 1.708
H -2.437 -1.952 1.161
H -2.958 -2.038 2.840
H -4.354 0.202 3.153
H -3.307 1.602 3.439
H -3.112 0.028 4.348
H -0.487 2.063 -1.298
H -1.618 2.863 -0.119
H -2.202 1.929 -1.480
H -3.010 -0.528 -0.984
H -1.591 -0.070 -1.926
H -1.425 -1.381 -0.791
H 0.312 -0.519 -0.053
H 0.686 1.215 0.199
C 6.506 -2.440 1.559
O 5.383 -2.554 0.682
H 6.607 -3.375 2.104
H 7.417 -2.259 0.986
H 6.351 -1.626 2.270
H 5.306 -1.722 0.206
Be 2.559 3.922 6.289
C 1.666 0.665 -4.034
C 2.648 1.816 -4.165
O 2.036 3.049 -3.809
H 0.794 0.829 -4.670
H 2.136 -0.282 -4.315
H 1.301 0.585 -3.007
H 2.994 1.908 -5.194
H 3.519 1.657 -3.520
H 1.741 2.979 -2.894
N -4.836 -3.141 4.492
O -4.491 -1.942 4.624
O -5.355 -3.757 5.402
O -4.636 -3.704 3.372
F -5.626 -4.819 7.381
Ca -5.576 -1.369 0.702
C 0.755 -1.682 -6.564
O -0.271 -1.211 -6.132
O 1.352 -0.869 -7.522
O 1.354 -2.786 -6.303
H 0.654 -0.184 -7.440
Br 2.339 0.253 -0.399
Ca 2.033 -3.543 -8.016
C -2.914 0.868 -7.006
Cl -1.566 1.998 -7.182
Cl -3.801 0.667 -8.520
H -2.519 -0.095 -6.701
H -3.591 1.252 -6.252
```

The calculation puts the HOMO-LUMO gap (spin up / spin down) at 0.0871 / 0.0851 Eh. The value obtained for the largest force on an atom is 3.03 eV/A. The value obtained for the HOMO energy (spin up / spin down) is -10.352 / -10.352 eV. The spin multiplicity is 2. The charge is +2. For the LUMO energy (spin up / spin down), the calculation gives -7.98 / -8.04 eV.

=====

Record 4
This record from the OMol25 dataset describes a structure of composition C21H39FMnN4OSSi. The level of theory is ωB97M-V with the def2-TZVPD basis set.

```
69
Properties=species:S:1:pos:R:3
Mn -0.083 -0.343 1.691
C -0.626 -3.332 3.226
Si -1.541 -3.008 1.615
C -0.390 -3.544 0.231
C -3.073 -4.079 1.567
N -1.778 -1.280 1.490
C -2.929 -0.513 1.446
C -4.238 -0.994 1.280
C -5.332 -0.144 1.247
C -5.187 1.229 1.371
C -3.912 1.752 1.526
C -2.853 0.881 1.556
F -1.583 1.437 1.709
H -0.368 -4.389 3.323
H -1.226 -3.043 4.091
H 0.315 -2.774 3.293
H -0.217 -4.622 0.280
H 0.591 -3.064 0.294
H -0.800 -3.306 -0.753
H -2.748 -5.117 1.673
H -3.613 -4.005 0.621
H -3.765 -3.869 2.383
H -4.400 -2.052 1.169
H -6.318 -0.571 1.118
H -6.045 1.885 1.344
H -3.728 2.813 1.627
N 0.626 0.862 5.499
C 0.680 0.609 4.202
O -0.230 -0.055 3.650
C 1.798 1.115 3.342
C 1.867 0.211 2.115
H -0.164 0.535 6.034
H 1.351 1.385 5.959
H 2.729 1.201 3.910
H 1.515 2.135 3.058
H 2.292 -0.763 2.389
H 2.469 0.633 1.315
C 0.880 4.737 -3.489
C 0.191 3.381 -3.583
C -0.587 2.994 -2.327
C 0.257 2.943 -1.058
N 1.447 2.096 -1.201
C 1.495 0.778 -1.042
S 0.061 -0.107 -0.612
N 2.646 0.155 -1.263
C 2.851 -1.298 -1.241
C 2.380 -2.012 -2.501
C 3.178 -1.719 -3.769
C 3.004 -0.315 -4.341
H 1.356 5.005 -4.431
H 1.659 4.759 -2.720
H 0.166 5.525 -3.242
H 0.926 2.603 -3.816
H -0.502 3.383 -4.426
H -1.067 2.023 -2.467
H -1.390 3.715 -2.152
H -0.327 2.560 -0.224
H 0.622 3.932 -0.781
H 2.261 2.543 -1.602
H 3.420 0.713 -1.591
H 2.331 -1.689 -0.368
H 3.920 -1.450 -1.080
H 1.323 -1.783 -2.658
H 2.429 -3.083 -2.287
H 2.867 -2.441 -4.527
H 4.239 -1.921 -3.591
H 1.948 -0.037 -4.390
H 3.407 -0.255 -5.351
H 3.523 0.450 -3.758
```

The calculation puts the HOMO-LUMO gap (spin up / spin down) at 0.2346 / 0.2776 Eh. The value obtained for the largest force on an atom is 0.38 eV/A. The value obtained for the HOMO energy (spin up / spin down) is -9.787 / -9.929 eV. The spin multiplicity is 5. The charge is +1. For the LUMO energy (spin up / spin down), the calculation gives -3.40 / -2.37 eV.

=====

Record 5
This record from the OMol25 dataset describes a structure of composition C21H39N2O2P3SZr in a non-equilibrium geometry. The level of theory is ωB97M-V with the def2-TZVPD basis set.

```
69
Properties=species:S:1:pos:R:3
P -2.160 -1.052 -1.155
C -3.612 -1.150 0.079
H -4.448 -1.709 -0.342
H -3.983 -0.154 0.322
H -3.323 -1.643 1.005
C -3.262 -0.218 -2.458
H -2.860 -0.324 -3.464
H -3.365 0.844 -2.232
H -4.258 -0.661 -2.470
C -2.351 -2.882 -1.635
H -3.355 -3.078 -2.012
H -2.192 -3.516 -0.763
H -1.639 -3.188 -2.397
P 2.181 -2.048 0.185
C 2.266 -2.899 1.892
H 3.213 -3.422 2.023
H 1.474 -3.640 1.996
H 2.173 -2.182 2.706
C 2.459 -3.704 -0.704
H 2.831 -3.567 -1.718
H 1.524 -4.265 -0.745
H 3.196 -4.311 -0.178
C 3.964 -1.408 0.333
H 4.659 -2.234 0.490
H 4.051 -0.733 1.184
H 4.285 -0.862 -0.552
P 0.835 2.379 -0.203
C 0.769 3.298 1.469
H 0.804 4.378 1.324
H 1.620 3.031 2.094
H -0.144 3.072 2.018
C 2.485 3.208 -0.650
H 2.498 4.251 -0.331
H 2.664 3.206 -1.724
H 3.306 2.690 -0.155
C -0.407 3.585 -0.989
H -0.040 4.609 -0.928
H -1.359 3.540 -0.461
H -0.602 3.358 -2.035
Zr 0.238 -0.242 -0.248
C -0.531 -1.854 1.000
O -0.952 -2.675 1.670
C 1.308 0.233 1.591
O 1.848 0.459 2.570
C 2.347 0.455 -3.068
C 1.247 1.097 -3.533
C 0.094 0.461 -3.762
C 0.173 -0.887 -3.880
C 1.219 -1.583 -3.427
C 2.353 -0.874 -3.205
H 3.273 0.974 -2.883
H 1.298 2.154 -3.729
H -0.754 1.018 -4.126
H -0.632 -1.423 -4.353
H 1.230 -2.656 -3.536
H 3.295 -1.392 -3.137
C -3.231 2.659 3.198
N -2.329 1.568 3.553
C -2.089 1.131 4.803
C -1.203 0.088 4.727
N -0.895 -0.125 3.435
C -1.588 0.797 2.720
S -1.634 1.017 1.062
H -2.666 3.458 2.675
H -4.035 2.276 2.535
H -3.699 3.090 4.110
H -2.529 1.537 5.705
H -0.810 -0.486 5.557
H -0.241 -0.874 3.157
```

The calculation puts the HOMO-LUMO gap at 0.1840 Eh. The value obtained for the largest force on an atom is 5.28 eV/A. The value obtained for the HOMO energy is -20.044 eV. The charge is +4. For the LUMO energy, the calculation gives -15.04 eV.

=====

Record 6
This record from the OMol25 dataset describes a structure of composition C21H39N9OS2Sc. The level of theory is ωB97M-V with the def2-TZVPD basis set.

```
73
Properties=species:S:1:pos:R:3
Sc 0.181 -0.298 0.492
C 1.120 2.219 2.373
C 0.423 1.162 3.216
N 0.642 -0.219 2.702
C 1.939 -0.834 3.107
C 3.173 -0.255 2.422
S 2.996 0.001 0.607
C 3.344 1.773 0.395
C 2.069 2.580 0.160
N 0.939 2.010 0.910
H 0.756 3.205 2.671
H 2.184 2.222 2.586
H 0.764 1.246 4.251
H -0.651 1.329 3.212
H -0.069 -0.798 3.149
H 2.075 -0.741 4.187
H 1.860 -1.896 2.880
H 3.472 0.698 2.849
H 4.005 -0.940 2.576
H 3.896 2.106 1.273
H 4.031 1.874 -0.444
H 2.246 3.625 0.431
H 1.806 2.571 -0.900
H 0.089 2.497 0.643
C 1.794 -0.301 -4.082
C 1.751 -0.221 -2.539
N 0.360 -0.282 -2.030
C -0.417 0.843 -2.598
C -0.383 0.828 -4.144
N 0.384 -0.382 -4.577
C -0.269 -1.623 -4.051
C -0.246 -1.556 -2.509
H 2.323 -1.184 -4.434
H 2.256 0.578 -4.526
H 2.206 0.711 -2.204
H 2.309 -1.046 -2.099
H -0.009 1.781 -2.222
H -1.442 0.755 -2.238
H 0.116 1.704 -4.555
H -1.380 0.764 -4.575
H 0.393 -0.418 -5.598
H 0.283 -2.478 -4.435
H -1.282 -1.660 -4.447
H 0.333 -2.379 -2.095
H -1.255 -1.624 -2.110
N 0.381 -3.611 0.439
C 1.068 -4.747 0.553
C 2.408 -4.413 0.530
C 2.423 -3.031 0.417
N 1.179 -2.510 0.366
H -0.618 -3.508 0.443
H 0.560 -5.695 0.640
H 3.253 -5.077 0.590
H 3.296 -2.406 0.341
N -2.675 -5.371 1.074
C -2.990 -4.264 1.111
N -3.331 -2.962 1.095
C -2.406 -2.208 0.733
N -1.510 -1.503 0.394
O -1.449 1.136 0.642
S -3.007 1.034 0.538
C -3.546 2.658 -0.095
C -3.936 3.512 1.106
C -4.598 2.550 2.086
C -3.638 1.371 2.217
H -4.407 2.443 -0.731
H -2.739 3.052 -0.711
H -4.604 4.316 0.801
H -3.052 3.967 1.557
H -5.566 2.217 1.707
H -4.769 2.998 3.064
H -4.083 0.461 2.615
H -2.758 1.647 2.799
```

The calculation puts the HOMO-LUMO gap at 0.3226 Eh. The value obtained for the largest force on an atom is 0.51 eV/A. The value obtained for the HOMO energy is -16.784 eV. The charge is +3. For the LUMO energy, the calculation gives -8.01 eV.